C60H126N12O31P4 | ωB97M-V/def2-TZVPD

Output
Spin multiplicity   1
E_tot   -182776.53284 eV

The geometry in XYZ format:
```
233
C60H126N12O31P4 (ωB97M-V/def2-TZVPD)
C -6.938 -1.743 -2.248
C -5.662 -1.585 -1.443
C -4.710 -0.502 -2.009
O -4.596 0.380 -0.929
C -5.402 0.080 0.058
O -5.537 0.645 1.124
O -6.012 -1.038 -0.208
H -7.330 -0.786 -2.591
H -7.673 -2.333 -1.700
H -6.736 -2.418 -3.080
H -5.188 -2.567 -1.441
H -5.138 -0.091 -2.924
H -3.744 -0.973 -2.194
C 1.818 -2.803 -7.078
C 1.772 -3.619 -5.819
C 1.096 -2.858 -4.732
O 0.356 -3.836 -4.036
C 0.186 -4.894 -4.801
O -0.591 -5.839 -4.524
O 0.905 -4.757 -5.973
H 2.304 -3.415 -7.838
H 2.286 -1.830 -6.926
H 0.780 -2.565 -7.310
H 2.712 -3.899 -5.342
H 0.407 -2.069 -5.035
H 1.873 -2.378 -4.138
C -5.991 -0.339 7.815
C -5.195 0.754 7.090
C -3.769 0.954 7.422
O -3.124 0.948 6.220
C -3.952 0.647 5.230
O -3.687 0.672 4.048
O -5.134 0.300 5.708
H -6.118 0.102 8.804
H -5.438 -1.278 7.846
H -6.942 -0.623 7.364
H -5.797 1.657 7.191
H -3.453 0.134 8.067
H -3.734 1.901 7.959
C 4.948 0.881 0.505
C 5.489 0.220 1.811
C 4.384 0.091 2.882
O 4.274 -1.294 3.066
C 5.155 -1.942 2.327
O 5.332 -3.164 2.318
O 5.796 -1.054 1.544
H 5.478 0.528 -0.380
H 5.156 1.947 0.595
H 3.914 0.611 0.287
H 6.311 0.718 2.325
H 3.471 0.556 2.511
H 4.559 0.591 3.835
C -5.495 -3.532 2.633
C -5.980 -2.694 3.747
C -7.173 -1.784 3.350
O -8.201 -2.234 4.231
C -7.730 -3.283 5.006
O -8.349 -3.848 5.868
O -6.446 -3.528 4.728
H -4.984 -2.947 1.867
H -6.357 -3.995 2.154
H -4.804 -4.335 2.889
H -5.287 -2.031 4.266
H -7.528 -1.950 2.333
H -6.821 -0.758 3.461
C 4.317 0.553 -4.568
C 5.798 1.018 -4.434
C 5.853 2.554 -4.532
O 6.530 2.878 -3.358
C 6.879 1.795 -2.642
O 7.529 1.842 -1.643
O 6.351 0.674 -3.197
H 3.882 0.782 -5.541
H 3.596 0.919 -3.837
H 4.222 -0.532 -4.534
H 6.400 0.530 -5.201
H 4.870 3.025 -4.499
H 6.230 2.867 -5.506
C 4.548 -3.766 5.416
C 3.091 -4.043 5.776
C 2.123 -3.719 4.661
O 1.667 -4.976 4.327
C 2.158 -5.910 5.113
O 2.045 -7.109 4.908
O 2.792 -5.359 6.149
H 5.223 -4.193 6.158
H 4.692 -2.685 5.391
H 4.920 -4.244 4.511
H 2.817 -3.357 6.577
H 2.647 -3.214 3.849
H 1.278 -3.064 4.875
C 7.655 -2.840 -0.793
C 6.315 -3.391 -1.450
C 5.126 -2.461 -1.298
O 4.406 -2.718 -2.531
C 5.307 -3.135 -3.430
O 5.073 -3.245 -4.619
O 6.442 -3.402 -2.844
H 7.928 -1.805 -0.999
H 8.508 -3.444 -1.104
H 7.510 -2.839 0.287
H 6.026 -4.384 -1.105
H 5.423 -1.415 -1.220
H 4.551 -2.655 -0.392
C -2.801 -5.523 0.210
C -2.450 -5.150 -1.202
C -2.615 -6.292 -2.248
O -3.221 -5.596 -3.309
C -3.444 -4.316 -3.031
O -3.905 -3.471 -3.811
O -3.253 -4.151 -1.728
H -2.280 -6.454 0.435
H -3.872 -5.672 0.348
H -2.305 -4.900 0.955
H -1.459 -4.698 -1.194
H -3.184 -7.138 -1.862
H -1.596 -6.634 -2.429
O 3.560 2.563 5.405
P 2.056 2.500 5.633
N 1.079 3.195 4.358
C 1.571 3.165 2.995
C -0.309 3.636 4.577
N 1.569 3.190 7.077
C 1.545 2.383 8.316
C 1.939 4.655 7.322
N 1.327 0.926 5.745
C 2.131 -0.253 5.549
C -0.080 0.586 6.053
H 1.524 2.181 2.528
H 2.613 3.482 2.968
H 1.078 3.939 2.407
H -0.864 3.159 3.769
H -0.273 4.725 4.594
H -0.691 3.363 5.561
H 1.243 2.858 9.249
H 0.713 1.679 8.294
H 2.436 1.758 8.377
H 1.934 5.201 6.378
H 1.285 5.031 8.108
H 2.966 4.600 7.685
H 1.839 -1.003 6.284
H 2.022 -0.550 4.505
H 3.181 -0.020 5.727
H -0.009 -0.299 6.685
H -0.588 0.292 5.134
H -0.563 1.399 6.595
O -3.856 6.045 -0.323
P -2.384 5.892 -0.313
N -1.726 6.334 -1.857
C -2.598 6.643 -2.993
C -0.329 6.592 -2.170
N -1.696 4.363 0.009
C -0.238 4.029 -0.051
C -2.637 3.221 -0.099
N -1.563 6.861 0.825
C -1.887 8.326 0.820
C -1.110 6.455 2.157
H -2.163 7.416 -3.626
H -3.564 7.059 -2.706
H -2.721 5.812 -3.688
H -0.029 6.073 -3.080
H 0.314 6.304 -1.338
H -0.147 7.627 -2.461
H 0.000 3.116 0.495
H 0.116 3.809 -1.058
H 0.318 4.888 0.327
H -3.696 3.459 -0.200
H -2.328 2.446 -0.800
H -2.679 2.689 0.851
H -2.829 8.521 1.333
H -1.074 8.883 1.286
H -2.090 8.619 -0.210
H -1.742 6.761 2.990
H -0.151 6.915 2.395
H -0.986 5.388 2.344
O 1.222 0.027 -5.671
P 0.343 0.897 -6.523
N 0.553 0.724 -8.218
C 1.782 1.288 -8.858
C -0.193 -0.264 -9.002
N 0.460 2.601 -6.278
C 1.147 3.003 -5.064
C -0.037 3.707 -7.104
N -1.369 0.736 -6.189
C -1.717 0.025 -4.963
C -2.382 1.600 -6.767
H 2.351 0.566 -9.443
H 2.426 1.803 -8.145
H 1.395 1.988 -9.598
H 0.388 -1.157 -9.231
H -0.467 0.229 -9.935
H -1.037 -0.687 -8.456
H 0.697 2.565 -4.173
H 2.139 2.550 -5.077
H 1.136 4.090 -4.985
H -0.298 3.232 -8.050
H -0.869 4.212 -6.615
H 0.761 4.435 -7.256
H -2.497 0.542 -4.405
H -2.311 -0.848 -5.233
H -0.874 -0.324 -4.367
H -3.319 1.044 -6.738
H -2.070 1.811 -7.790
H -2.411 2.622 -6.388
O 1.680 -0.291 1.071
P 0.638 -1.139 0.461
N -0.863 -0.927 1.219
C -1.955 -1.986 1.300
C -1.073 0.242 2.121
N 0.925 -2.811 0.386
C 1.360 -3.505 -0.867
C 1.042 -3.628 1.563
N 0.171 -0.720 -1.218
C -0.992 -1.184 -1.904
C 1.165 -0.064 -2.093
H -2.913 -1.485 1.163
H -1.979 -2.365 2.321
H -1.829 -2.829 0.620
H -2.150 0.344 2.250
H -0.623 1.178 1.789
H -0.793 -0.006 3.145
H 2.055 -4.340 -0.775
H 0.473 -3.952 -1.314
H 1.826 -2.856 -1.609
H 0.372 -4.488 1.595
H 2.083 -3.939 1.657
H 0.750 -3.068 2.451
H -1.629 -0.332 -2.141
H -0.528 -1.672 -2.761
H -1.531 -1.886 -1.268
H 1.876 -0.786 -2.494
H 1.696 0.737 -1.579
H 0.680 0.409 -2.947
```

=====

C3H6FeO3 | ωB97M-V/def2-TZVPD

Output
Total charge   +2
Spin multiplicity   7
Expectation value of S²   12.01
E_tot   -43712.69478 eV

The geometry in XYZ format:
```
13
C3H6FeO3 (ωB97M-V/def2-TZVPD)
H -0.647 -1.123 0.988
O -0.906 -0.189 0.683
C 0.088 0.235 -0.039
O 0.471 1.402 -0.026
Fe -0.010 3.077 0.623
O 0.840 -0.777 -0.414
C 0.205 -1.840 -1.177
C 0.471 -3.137 -0.456
H 0.640 -1.830 -2.183
H -0.869 -1.623 -1.229
H 1.499 -3.173 -0.075
H 0.303 -3.994 -1.121
H -0.221 -3.211 0.393
```

=====

C20H34BN10O2 | ωB97M-V/def2-TZVPD

Output
Total charge   -1
Spin multiplicity   1
E_tot   -40959.03333 eV

The geometry in XYZ format:
```
67
C20H34BN10O2 (ωB97M-V/def2-TZVPD)
C -0.746 2.628 -1.014
C -0.319 1.049 -1.096
O 0.797 0.806 -1.535
N -1.289 0.074 -0.692
C -1.778 -0.595 -1.931
C -0.786 -0.921 0.308
B -0.345 -0.082 1.593
N -1.328 0.382 2.591
O 1.032 0.210 1.807
H -1.754 2.742 -0.555
H 0.011 3.103 -0.355
H -0.735 3.024 -2.054
H -1.032 -0.458 -2.761
H -1.989 -1.670 -1.743
H -2.716 -0.108 -2.299
H 0.155 -1.451 -0.034
H -2.190 0.646 2.112
H -0.986 1.188 3.120
H 1.505 0.020 0.984
C -5.437 1.669 0.143
C -4.103 1.157 -0.245
N -3.060 0.760 -0.526
H -5.858 1.018 0.912
H -5.353 2.682 0.540
H -6.104 1.681 -0.720
C 3.069 -1.386 3.456
C 4.282 -2.219 3.584
N 5.222 -2.877 3.701
H 2.754 -1.041 4.439
H 3.273 -0.523 2.827
H 2.264 -1.967 3.009
C -0.447 -4.865 -2.221
C -0.886 -4.359 -0.907
N -1.227 -3.954 0.112
H -0.584 -5.945 -2.268
H -1.034 -4.397 -3.011
H 0.606 -4.631 -2.375
C 6.092 -1.215 0.604
C 6.464 -1.452 -0.805
N 6.756 -1.636 -1.900
H 6.711 -0.424 1.020
H 5.046 -0.916 0.663
H 6.235 -2.121 1.190
C 9.565 -3.041 4.131
C 8.816 -1.970 3.449
N 8.233 -1.139 2.916
H 10.163 -3.593 3.407
H 10.224 -2.609 4.883
H 8.870 -3.725 4.616
C -3.633 2.825 -3.752
C -5.007 2.322 -3.946
N -6.077 1.935 -4.097
H -3.419 3.623 -4.461
H -3.526 3.215 -2.740
H -2.913 2.021 -3.903
C -3.655 -2.564 3.410
C -4.519 -1.491 2.889
N -5.192 -0.658 2.480
H -3.151 -3.064 2.582
H -2.907 -2.141 4.078
H -4.256 -3.291 3.957
C -3.343 6.857 -4.821
C -2.233 6.150 -4.152
N -1.361 5.611 -3.630
H -3.873 6.172 -5.482
H -4.038 7.243 -4.076
H -2.952 7.687 -5.407
```

=====

C49H52FGe2I2MnO4S5 | ωB97M-V/def2-TZVPD

Output
Total charge   -1
Spin multiplicity   4
Expectation value of S²   3.91
E_tot   -277301.99168 eV

The geometry in XYZ format:
```
116
C49H52FGe2I2MnO4S5 (ωB97M-V/def2-TZVPD)
Mn 2.302 -3.388 -1.720
C 3.339 -4.554 4.484
C 2.771 -3.172 4.478
C 1.405 -2.948 4.435
C 0.885 -1.665 4.395
C -0.601 -1.463 4.392
C 1.758 -0.573 4.386
C 3.136 -0.783 4.470
C 4.114 0.350 4.424
C 3.620 -2.079 4.515
C 1.190 0.793 4.353
C 1.190 1.537 5.529
C 0.601 2.787 5.585
C -0.033 3.288 4.464
C -0.051 2.558 3.278
C 0.591 1.327 3.210
Ge 0.770 0.303 1.452
S 2.676 -0.802 1.351
S 0.979 1.435 -0.561
Ge -0.242 -0.330 -1.284
S 0.396 -2.456 -1.557
S -1.246 -0.595 0.749
C -1.242 0.124 -2.997
C -2.460 -0.487 -3.277
C -3.078 -0.271 -4.505
C -2.481 0.527 -5.462
C -1.267 1.125 -5.186
C -0.638 0.929 -3.960
C 0.678 1.574 -3.754
C 1.852 0.879 -4.046
C 1.815 -0.512 -4.600
C 3.073 1.511 -3.848
C 3.148 2.816 -3.392
C 4.470 3.469 -3.120
C 1.968 3.515 -3.176
C 0.736 2.910 -3.349
C -0.525 3.669 -3.075
C -3.126 -1.367 -2.294
C -3.893 -0.797 -1.277
C -4.021 0.691 -1.153
C -4.574 -1.624 -0.397
C -4.505 -3.003 -0.509
C -5.242 -3.898 0.443
C -3.753 -3.552 -1.538
C -3.072 -2.756 -2.445
C -2.316 -3.387 -3.576
C -0.832 3.114 2.149
C -2.188 2.799 2.049
C -2.810 1.807 2.982
C -2.952 3.416 1.070
C -2.401 4.346 0.205
C -3.246 5.025 -0.834
C -1.050 4.645 0.320
C -0.257 4.043 1.282
C 1.198 4.374 1.400
H 2.542 -5.292 4.463
H 3.968 -4.725 5.358
H 3.960 -4.671 3.598
H 0.725 -3.790 4.427
H -1.110 -2.362 4.731
H -0.948 -1.236 3.383
H -0.885 -0.632 5.036
H 3.650 1.298 4.673
H 4.504 0.416 3.410
H 4.942 0.162 5.104
H 4.685 -2.245 4.560
H 1.654 1.117 6.410
H 0.610 3.356 6.504
H -0.539 4.245 4.490
H -4.032 -0.742 -4.700
H -2.950 0.668 -6.425
H -0.772 1.741 -5.924
H 0.869 -0.707 -5.101
H 1.940 -1.259 -3.814
H 2.632 -0.655 -5.305
H 3.977 0.954 -4.051
H 5.291 2.841 -3.457
H 4.583 3.628 -2.048
H 4.538 4.438 -3.614
H 2.008 4.542 -2.839
H -0.306 4.724 -2.923
H -0.990 3.274 -2.172
H -1.234 3.567 -3.896
H -4.094 1.158 -2.132
H -3.148 1.107 -0.648
H -4.903 0.940 -0.570
H -5.177 -1.178 0.383
H -5.959 -3.331 1.032
H -4.539 -4.377 1.125
H -5.770 -4.682 -0.099
H -3.711 -4.629 -1.643
H -2.624 -4.422 -3.711
H -1.244 -3.377 -3.372
H -2.475 -2.842 -4.506
H -2.487 1.976 4.007
H -2.496 0.806 2.687
H -3.894 1.859 2.933
H -4.005 3.181 0.994
H -4.286 4.720 -0.743
H -2.895 4.772 -1.834
H -3.191 6.108 -0.726
H -0.612 5.374 -0.345
H 1.466 5.180 0.723
H 1.785 3.491 1.143
H 1.453 4.661 2.420
I 5.292 -5.844 1.167
C 3.248 -5.608 0.685
I 2.788 -3.477 0.759
H 2.658 -6.173 1.400
H 3.105 -5.959 -0.326
F 3.278 -1.891 -1.952
O 2.648 -6.399 -3.541
S 2.535 -5.184 -2.815
O 2.095 -3.968 -3.550
O 1.542 -5.176 -1.680
O 3.742 -4.700 -2.101
```

=====

Q: Which of these has the highest spin multiplicity?
A: C3H6FeO3

=====

Q: The highest spin multiplicity belongs to which entry?
A: C3H6FeO3